Record 1
{"formula": "C24H23IrN6O2S", "method": "ωB97M-V/def2-TZVPD", "elements": ["Ir", "O", "C", "C", "C", "C", "C", "C", "C", "N", "C", "C", "N", "C", "C", "C", "C", "C", "C", "C", "O", "H", "H", "H", "H", "H", "H", "H", "H", "H", "H", "H", "H", "H", "H", "C", "C", "N", "N", "C", "N", "S", "C", "C", "C", "C", "C", "N", "H", "H", "H", "H", "H", "H", "H", "H", "H"], "positions_angstrom": [[-0.0641, 0.4000, 0.5189], [1.4695, 1.6484, 0.6919], [1.4165, 2.7201, 1.4775], [2.1746, 3.8347, 1.1062], [2.2040, 4.9617, 1.8984], [1.4935, 5.0204, 3.1012], [0.7675, 3.9234, 3.4938], [0.7055, 2.7677, 2.6957], [-0.0148, 1.6343, 3.2134], [-0.3113, 0.5752, 2.5554], [-1.0477, -0.5174, 3.2004], [-0.7155, -1.7855, 2.4445], [-0.9533, -1.5222, 1.0260], [-1.4288, -2.4633, 0.2854], [-1.9507, -2.2770, -1.0248], [-2.0806, -3.3361, -1.9436], [-2.7414, -3.1511, -3.1283], [-3.3396, -1.9013, -3.3860], [-3.2665, -0.8648, -2.4930], [-2.5541, -1.0100, -1.2735], [-2.4835, -0.0677, -0.4060], [2.7242, 3.7856, 0.1759], [2.7880, 5.8155, 1.5798], [1.5232, 5.9090, 3.7149], [0.2250, 3.9381, 4.4321], [-0.3091, 1.6797, 4.2622], [-2.1172, -0.3088, 3.1260], [-0.7671, -0.6018, 4.2511], [-1.3299, -2.6170, 2.7904], [0.3334, -2.0452, 2.6107], [-1.4840, -3.4631, 0.7227], [-1.6414, -4.2985, -1.7044], [-2.8288, -3.9544, -3.8458], [-3.8819, -1.7597, -4.3128], [-3.7456, 0.0857, -2.6879], [0.8849, -0.9822, -3.4226], [0.8292, -0.6593, -1.9714], [0.1084, 0.2936, -1.4777], [-0.5979, 1.1169, -2.2901], [-1.2728, 2.0397, -1.6452], [-2.0008, 2.8916, -2.3765], [-1.2914, 2.2977, 0.0929], [1.6630, -1.3668, -0.9837], [2.6122, -2.3096, -1.3465], [3.4751, -2.8066, -0.3815], [3.3923, -2.3280, 0.9163], [2.4059, -1.4058, 1.2175], [1.5416, -0.9758, 0.3047], [0.2738, -0.2768, -3.9754], [0.4960, -1.9908, -3.5867], [1.9081, -0.9432, -3.7986], [-1.9475, 2.8492, -3.3799], [-2.5329, 3.6205, -1.9375], [2.6889, -2.6289, -2.3753], [4.2225, -3.5413, -0.6485], [4.0730, -2.6593, 1.6867], [2.3005, -0.9889, 2.2106]], "forces_ev_per_angstrom": [[0.137, 0.088, 0.478], [0.013, 0.118, -0.343], [0.028, -0.042, 0.146], [0.021, -0.024, -0.051], [-0.023, 0.007, 0.037], [0.013, -0.001, -0.027], [-0.008, -0.001, 0.003], [0.008, -0.023, 0.009], [0.141, -0.044, 0.049], [-0.064, 0.049, -0.031], [-0.009, 0.010, 0.025], [0.025, -0.039, 0.025], [-0.312, 0.151, -0.004], [0.226, -0.082, 0.000], [-0.035, -0.008, 0.028], [0.028, -0.012, 0.014], [-0.004, 0.027, -0.014], [0.006, -0.025, 0.005], [0.015, 0.044, -0.013], [0.001, -0.084, 0.009], [0.082, -0.019, -0.132], [-0.001, 0.002, 0.004], [0.000, 0.002, 0.000], [0.004, 0.003, -0.002], [0.002, -0.007, 0.001], [-0.004, -0.006, -0.003], [0.002, -0.002, -0.029], [-0.032, 0.020, 0.008], [-0.007, 0.011, 0.004], [-0.006, -0.014, -0.017], [-0.011, 0.003, 0.000], [-0.007, -0.001, 0.001], [0.000, -0.003, 0.003], [-0.001, 0.003, 0.000], [-0.001, -0.005, -0.004], [-0.016, -0.001, 0.006], [-0.039, 0.031, -0.016], [-0.036, -0.031, 0.062], [0.052, 0.077, -0.068], [0.042, 0.005, 0.096], [0.030, 0.021, -0.004], [-0.180, -0.099, -0.109], [0.017, 0.026, -0.056], [0.051, -0.024, 0.027], [-0.028, 0.025, -0.006], [-0.009, 0.002, -0.014], [0.024, -0.029, 0.029], [-0.112, -0.071, -0.127], [-0.005, -0.013, -0.008], [0.004, -0.004, 0.003], [0.006, 0.006, 0.011], [-0.009, -0.011, 0.000], [-0.006, -0.004, -0.003], [-0.008, -0.001, -0.001], [0.002, 0.001, 0.000], [0.001, 0.003, 0.001], [-0.011, -0.005, -0.001]], "mulliken_charge": [1.1412, -0.6322, 0.5498, -0.5723, -0.4494, -0.7592, -0.8758, 0.7145, 0.0186, 0.4337, -0.7956, -0.8375, -0.1540, -0.7424, 0.6901, -0.5193, -0.7414, -0.5300, -0.4675, 0.4506, -0.6923, 0.4754, 0.4070, 0.4188, 0.3929, 0.3990, 0.2769, 0.5457, 0.5553, 0.1724, 0.5109, 0.4468, 0.4286, 0.4118, 0.4624, -1.8965, 1.4298, 0.5896, -1.5096, 0.7919, -0.3699, -0.5928, 0.5425, -1.0573, -0.5682, -1.1162, -0.2278, 0.1113, 0.3726, 0.3709, 0.4592, 0.2465, 0.2050, 0.5477, 0.4538, 0.4506, 0.6337], "molar_mass_g_mol": 651.8, "largest_force_ha_per_bohr": 0.010, "e_homo_ev": [-10.35, -10.08], "e_above_lowest_kj_mol": 144.3, "homo_lumo_gap_ev": [6.847, 5.437], "charge": 1, "spin_multiplicity": 2, "s_squared": 0.76}

Record 2
{"formula": "C24H23N10O4PRuS2", "method": "ωB97M-V/def2-TZVPD", "elements": ["Ru", "C", "N", "C", "C", "N", "C", "P", "C", "N", "C", "C", "N", "C", "C", "N", "C", "C", "N", "C", "H", "H", "H", "H", "H", "H", "H", "H", "H", "H", "H", "H", "H", "H", "H", "C", "C", "C", "C", "C", "C", "C", "C", "C", "S", "C", "N", "H", "H", "H", "H", "H", "H", "H", "H", "N", "C", "N", "C", "N", "O", "S", "O", "O", "O"], "positions_angstrom": [[-0.2314, -0.2618, 1.2025], [5.2283, -0.9827, 0.6582], [3.9625, -0.5931, 1.2585], [3.8178, -0.0001, 2.4963], [2.4931, 0.2244, 2.6622], [1.8386, -0.2233, 1.5345], [2.7402, -0.7241, 0.6993], [2.4578, -1.2681, -1.0620], [1.1339, -2.4192, -0.5577], [0.0866, -2.1540, 0.2639], [-0.8231, -3.1860, 0.1260], [-0.3596, -4.0677, -0.7845], [0.8580, -3.5770, -1.2274], [1.7573, -4.2163, -2.1540], [1.8326, 0.4159, -1.4718], [1.0090, 1.1371, -0.7227], [0.6831, 2.2548, -1.4516], [1.2931, 2.2018, -2.6663], [2.0032, 1.0206, -2.6859], [2.8743, 0.5592, -3.7456], [5.9830, -1.0188, 1.4406], [5.5375, -0.2694, -0.1046], [5.1400, -1.9628, 0.1996], [4.6568, 0.1837, 3.1453], [1.9656, 0.6186, 3.5175], [-1.7321, -3.2396, 0.6934], [-0.7770, -4.9904, -1.1507], [1.3033, -5.1385, -2.5085], [2.7117, -4.4465, -1.6773], [1.9526, -3.5569, -3.0049], [0.0193, 3.0118, -1.0654], [1.2790, 2.8730, -3.5094], [2.6712, 1.1338, -4.6463], [2.6886, -0.4961, -3.9454], [3.9249, 0.6767, -3.4775], [-1.7122, -0.5958, -2.0222], [-2.2265, 0.7101, -1.4870], [-3.1482, 1.4599, -2.2009], [-3.6131, 2.6551, -1.6786], [-3.1570, 3.1032, -0.4351], [-3.5650, 4.3364, 0.1433], [-3.0473, 4.7539, 1.3711], [-2.1375, 3.9768, 2.0473], [-1.7145, 2.7218, 1.5143], [-0.5705, 1.8715, 2.4164], [-2.2229, 2.2582, 0.2506], [-1.7802, 1.1172, -0.2909], [-1.9970, -0.7160, -3.0672], [-2.1221, -1.4345, -1.4533], [-0.6234, -0.6521, -1.9472], [-3.4919, 1.1001, -3.1628], [-4.3297, 3.2594, -2.2245], [-4.2795, 4.9491, -0.3940], [-3.3683, 5.6964, 1.7990], [-1.7439, 4.2917, 3.0063], [-2.1422, -0.8506, 1.4434], [-2.9536, -1.5663, 1.8872], [-3.8941, -2.2743, 2.3403], [-4.2667, -3.4798, 1.9778], [-4.6654, -4.5324, 1.6952], [-1.4980, -0.5216, 5.4956], [-0.5883, 0.0016, 4.5252], [0.5376, 0.7763, 5.0098], [-1.4920, 1.0548, 3.6676], [-0.1662, -0.9886, 3.4949]], "forces_ev_per_angstrom": [[0.346, -0.043, -0.384], [-0.089, 0.066, 0.067], [0.217, -0.123, -0.056], [0.098, -0.047, -0.148], [-0.192, -0.102, -0.073], [0.060, -0.094, 0.329], [0.087, 0.403, -0.139], [-0.145, -0.398, 0.314], [0.196, 0.204, -0.132], [-0.368, 0.528, 0.260], [0.163, 0.056, 0.020], [0.050, 0.012, -0.055], [0.150, -0.277, -0.131], [-0.117, 0.065, 0.028], [-0.037, 0.182, -0.087], [-0.015, 0.194, 0.027], [-0.039, -0.167, 0.069], [0.001, -0.102, -0.050], [0.180, 0.004, -0.094], [-0.078, 0.008, 0.057], [-0.004, -0.003, 0.009], [-0.002, 0.041, -0.002], [-0.027, -0.048, -0.009], [-0.019, -0.020, -0.041], [-0.014, -0.001, -0.021], [0.012, -0.001, -0.021], [0.042, 0.028, 0.020], [-0.013, -0.006, -0.007], [0.012, 0.002, 0.026], [-0.001, 0.013, -0.011], [0.013, -0.028, -0.008], [0.017, -0.027, 0.035], [-0.015, 0.013, -0.010], [-0.025, -0.018, -0.003], [0.016, 0.026, 0.020], [-0.012, 0.058, 0.052], [0.029, -0.101, 0.017], [-0.035, 0.059, -0.036], [0.006, -0.052, -0.048], [0.043, 0.032, 0.111], [0.033, 0.003, 0.037], [-0.054, -0.072, -0.129], [-0.052, -0.005, -0.074], [0.184, 0.063, 0.097], [0.090, -0.566, -0.156], [-0.123, 0.139, -0.013], [0.032, 0.050, 0.123], [-0.011, -0.012, -0.004], [0.024, 0.041, -0.011], [-0.026, 0.018, -0.006], [-0.001, 0.015, 0.011], [0.013, -0.028, -0.005], [0.011, -0.023, 0.008], [0.006, -0.006, -0.014], [0.002, -0.029, -0.047], [-0.361, -0.306, 0.329], [0.047, -0.100, -0.451], [-0.457, 0.051, 0.582], [0.200, 0.058, -0.294], [0.057, 0.072, 0.063], [0.050, -0.022, 0.073], [-0.109, 0.050, -0.468], [-0.040, -0.106, 0.113], [-0.031, 0.018, 0.268], [0.022, 0.359, 0.069]], "mulliken_charge": [1.3746, -0.9117, 0.2975, -0.8782, -0.6426, 0.8345, -0.1357, -0.4854, -0.2582, 0.1014, -0.6888, -0.6876, 0.3036, -0.9284, -0.3038, 0.4715, -0.7235, -0.6154, 0.3244, -0.8894, 0.3209, 0.2925, 0.3607, 0.4166, 0.4251, 0.2605, 0.4573, 0.3334, 0.3145, 0.2856, 0.5266, 0.4396, 0.3201, 0.2956, 0.3022, -1.0412, 0.4197, -0.8343, -1.0777, 1.0962, -0.9536, -0.6039, -0.8437, 1.3389, -0.3668, -0.9435, 1.1395, 0.4738, 0.1049, 0.0075, 0.4490, 0.3496, 0.3423, 0.3555, 0.4693, -0.4595, 0.6978, -0.8074, 0.5095, -0.6031, -0.6703, 1.0760, -0.7187, -0.3114, -0.5044], "molar_mass_g_mol": 711.7, "largest_force_ha_per_bohr": 0.014, "e_homo_ev": [-2.57, -5.60], "e_above_lowest_kj_mol": 297.8, "homo_lumo_gap_ev": [4.681, 6.859], "charge": -1, "spin_multiplicity": 6, "s_squared": 8.80}

Record 3
{"formula": "C24H23N3O2S", "method": "ωB97M-V/def2-TZVPD", "elements": ["C", "C", "C", "C", "C", "C", "C", "C", "N", "C", "O", "C", "S", "C", "N", "C", "C", "C", "C", "C", "C", "C", "O", "C", "C", "N", "C", "C", "C", "C", "H", "H", "H", "H", "H", "H", "H", "H", "H", "H", "H", "H", "H", "H", "H", "H", "H", "H", "H", "H", "H", "H", "H"], "positions_angstrom": [[-0.3283, -2.2570, 2.9757], [0.7083, -1.8793, 4.0362], [2.0571, -1.6295, 3.4264], [3.0935, -2.5290, 3.6515], [4.3316, -2.3841, 3.0544], [4.5597, -1.3206, 2.1982], [3.5501, -0.4076, 1.9674], [2.3090, -0.5447, 2.5824], [1.3309, 0.4266, 2.2735], [0.6332, 1.1829, 3.1440], [0.7146, 1.1356, 4.3512], [-0.3042, 2.1601, 2.4377], [-1.6970, 1.3238, 1.6040], [-1.0449, 0.9887, 0.0120], [0.2475, 1.1563, -0.2033], [0.7614, 0.9200, -1.4090], [-0.0086, 0.4965, -2.4894], [-1.3843, 0.3009, -2.2777], [-2.2868, -0.1667, -3.3168], [-2.3646, 0.0724, -4.6684], [-3.5054, -0.6187, -5.1277], [-4.0355, -1.2342, -4.0333], [-3.3149, -0.9635, -2.9436], [-1.9152, 0.5495, -1.0002], [-3.2932, 0.4362, -0.7204], [-4.4107, 0.3944, -0.4657], [0.6245, 0.2376, -3.8257], [2.1308, 0.0204, -3.7210], [2.7534, 1.1611, -2.9271], [2.2491, 1.0988, -1.4916], [-0.4678, -1.4530, 2.2575], [-0.0113, -3.1478, 2.4357], [-1.2871, -2.4600, 3.4463], [0.3760, -0.9908, 4.5746], [0.7904, -2.6954, 4.7567], [2.9163, -3.3698, 4.3069], [5.1138, -3.1023, 3.2498], [5.5196, -1.1987, 1.7188], [3.7191, 0.4372, 1.3143], [1.2323, 0.6817, 1.2877], [0.2198, 2.7470, 1.6846], [-0.7657, 2.8097, 3.1800], [-1.7220, 0.6926, -5.2572], [-3.8751, -0.6521, -6.1316], [-4.8896, -1.8699, -3.9103], [0.1477, -0.6274, -4.2918], [0.4390, 1.1025, -4.4705], [2.5601, -0.0297, -4.7226], [2.3350, -0.9273, -3.2184], [3.8418, 1.0898, -2.9373], [2.4739, 2.1148, -3.3796], [2.5271, 1.9975, -0.9367], [2.7104, 0.2465, -0.9806]], "forces_ev_per_angstrom": [[0.052, -0.040, 0.115], [-0.173, 0.043, -0.081], [-0.035, 0.056, 0.098], [0.035, 0.042, -0.018], [0.087, -0.038, -0.030], [0.058, -0.066, -0.053], [-0.081, 0.011, 0.033], [0.259, -0.121, 0.158], [0.218, -0.170, -0.349], [-0.154, 0.378, -0.206], [-0.007, 0.058, 0.317], [-0.289, -0.238, -0.138], [-0.087, 0.177, 0.272], [0.005, -0.006, -0.029], [-0.151, 0.083, -0.026], [-0.189, -0.030, -0.146], [-0.216, -0.010, 0.041], [-0.054, 0.012, 0.586], [0.312, 0.336, -0.981], [0.103, -0.057, 0.742], [-0.335, -0.308, 0.331], [-0.126, 0.115, -0.860], [0.174, -0.148, 0.346], [1.062, 0.088, -0.176], [-0.582, 0.081, 0.189], [-0.284, -0.005, 0.139], [0.206, -0.152, -0.079], [-0.077, 0.267, -0.121], [0.091, -0.257, 0.107], [0.161, 0.096, -0.268], [-0.045, 0.038, -0.068], [-0.018, -0.088, -0.064], [-0.133, -0.030, -0.014], [0.038, -0.125, 0.038], [0.050, 0.038, 0.020], [-0.046, -0.070, 0.074], [0.066, -0.063, 0.023], [0.078, 0.017, -0.033], [0.009, 0.113, -0.018], [-0.073, 0.009, 0.296], [0.024, 0.059, 0.070], [0.088, -0.058, -0.040], [0.209, 0.116, -0.044], [-0.141, -0.049, -0.179], [-0.095, -0.090, 0.127], [-0.011, 0.085, -0.034], [-0.011, -0.055, -0.113], [0.002, -0.075, 0.012], [0.031, -0.073, -0.012], [-0.003, 0.080, -0.018], [0.034, 0.061, -0.038], [-0.053, -0.065, 0.061], [0.017, 0.029, 0.041]], "mulliken_charge": [-0.7860, -0.7130, 0.5283, -0.8120, -0.6889, -0.7131, -0.3041, 0.5036, 0.4288, 0.6954, -0.6695, -0.8876, -0.1555, 0.1941, -0.3313, -0.1683, 1.5222, 1.0236, 0.0221, -0.5031, -0.5355, -0.5832, -0.3520, 0.5367, -0.7513, -0.5964, -1.4352, -1.0742, -1.0509, -0.5813, 0.0485, 0.3324, 0.3382, 0.2333, 0.4573, 0.3493, 0.3881, 0.4009, 0.5727, -0.2681, 0.3864, 0.4511, 0.4961, 0.4551, 0.4839, 0.5858, 0.3285, 0.3895, 0.3788, 0.3865, 0.3535, 0.4888, 0.2012], "molar_mass_g_mol": 417.5, "largest_force_ha_per_bohr": 0.021, "smiles": "CCc1ccccc1NC(=O)CSc1nc2c(c(-c3ccco3)c1C#N)CCCC2", "e_homo_ev": -8.59, "e_above_lowest_kj_mol": 23.4, "homo_lumo_gap_ev": 8.170, "charge": 0}

- The highest charge belongs to which entry?
  C24H23IrN6O2S